Molecular formula: C4H6O2Sm
Method: DFT, the ωB97M-V functional and the def2-TZVPD basis

The geometry in XYZ format:
```
13
Properties=species:S:1:pos:R:3:forces:R:3:lowdin_spin:R:1
C 0.091025 0.505804 -1.047767 0.514 -1.619 0.516 -0.0004
O 0.915634 0.456088 -2.109392 -0.828 -0.349 0.317 -0.0004
H -0.530570 1.401351 -1.074378 0.507 -0.149 0.573 -0.0001
H 1.532197 -0.284293 -2.061449 0.342 0.198 0.173 0.0000
C 0.577903 1.382071 1.523819 0.877 0.033 0.314 -0.0003
C -0.208002 0.153263 1.423967 -0.615 -1.031 0.663 -0.0004
H 0.973647 1.444102 2.552766 -0.389 0.396 0.045 -0.0001
H -1.194058 0.689851 1.399266 0.165 -0.307 -0.035 -0.0002
H -0.240101 -0.580150 2.244964 0.064 0.287 0.006 -0.0001
C 0.074744 -0.528931 0.115432 0.997 3.643 -1.646 -0.0001
O -0.935156 -0.678096 -0.869665 -1.731 -2.361 -1.621 -0.0127
Sm -1.930178 -2.683303 -2.207392 0.373 1.175 0.666 6.0147
H 0.872915 -1.277758 0.109830 -0.276 0.082 0.030 0.0001
```
Forces are in eV/Å.

Properties
- HOMO energy (spin up / spin down) (eV) = -14.94 / -14.94
- net charge = +2
- relative energy (zero: lowest compared OMol25 entry of this formula, charge and spin) (kJ/mol) = 46.1
- multiplicity = 7
- gap between HOMO and LUMO (spin up / spin down) (eV) = 4.93 / 5.14